Entry 1:
Molecular formula: C9H11N
Method: DFT, ωB97M-V/def2-TZVPD

## Properties
E_HOMO: -8.1 eV
2S+1: 1
LUMO level: 0.153 eV

Geometry as XYZ:
```
21
Properties=species:S:1:pos:R:3:mulliken_charge:R:1
C 1.664 -0.456 1.022 -0.70
C 0.563 0.066 0.501 -0.28
C 0.155 1.217 1.274 0.34
C 1.119 1.301 2.512 -0.89
C -1.158 1.032 -0.908 -1.14
C -0.849 1.924 0.749 -0.42
C -0.356 -0.242 -0.604 2.07
C -1.227 -1.385 -0.157 -1.54
C 0.345 -0.743 -1.826 -1.53
N 1.986 0.370 2.190 0.15
H 2.203 -1.341 0.943 0.46
H -2.246 0.998 -1.045 0.35
H -0.770 1.739 -1.670 0.36
H -1.515 2.763 0.980 0.41
H -2.005 -1.422 -0.972 0.42
H -1.821 -1.041 0.723 0.34
H -0.552 -2.215 0.076 0.41
H 1.051 -1.675 -1.761 0.28
H 1.064 0.041 -2.211 0.40
H -0.455 -1.113 -2.468 0.39
H 2.804 0.182 2.653 0.10
```

***

Entry 2:
Molecular formula: C9H11N
Method: DFT, ωB97M-V/def2-TZVPD

## Properties
E_HOMO (alpha / beta): -7.5 / -7.7 eV
2S+1: 3
Expectation value of S²: 2.009
LUMO level (alpha / beta): 1.036 / -0.959 eV

Geometry as XYZ:
```
21
Properties=species:S:1:pos:R:3:mulliken_charge:R:1
C 0.187 -2.402 1.255 -0.93
C -0.923 -1.591 0.829 -0.46
C 1.304 -1.673 0.953 -0.41
C -0.406 -0.429 0.263 0.27
C -0.365 1.909 -0.443 -1.17
C 1.993 0.161 -0.470 -0.41
C 2.067 1.658 -0.131 -0.86
C -1.069 0.769 -0.329 0.94
C -2.586 0.672 -0.595 -1.36
N 0.986 -0.514 0.329 0.06
H 0.155 -3.326 1.679 0.53
H -2.041 -1.837 0.932 0.26
H 2.267 -1.896 1.135 0.45
H -0.874 2.759 -0.884 0.32
H 0.735 1.765 -0.126 0.65
H 1.885 0.103 -1.527 0.30
H 2.852 -0.207 -0.073 0.38
H 2.383 2.189 -0.970 0.38
H -2.685 1.133 -1.509 0.48
H -3.144 1.163 0.203 0.27
H -2.721 -0.404 -0.523 0.31
```

***

Entry 3:
Molecular formula: C9H11N2
Method: DFT, ωB97M-V/def2-TZVPD

## Properties
Total charge: +1
E_HOMO: -13.4 eV
2S+1: 1
LUMO level: -3.729 eV

Geometry as XYZ:
```
22
Properties=species:S:1:pos:R:3:mulliken_charge:R:1
C 0.847 -2.167 -2.500 -0.42
C 1.610 -1.854 -1.385 -0.65
C -0.319 -1.464 -2.763 -0.68
C 1.210 -0.845 -0.530 -0.38
C -0.719 -0.442 -1.924 -0.45
C 0.043 -0.123 -0.796 0.63
C -0.387 0.951 0.099 0.63
C -0.440 1.426 2.642 -0.44
C 0.207 0.091 2.482 -0.40
N -0.075 0.918 1.364 -0.06
N -1.057 1.991 -0.384 -0.37
H 1.159 -2.959 -3.162 0.41
H 2.518 -2.398 -1.181 0.41
H -0.918 -1.712 -3.625 0.41
H 1.820 -0.591 0.322 0.39
H -1.645 0.077 -2.123 0.40
H -1.496 1.477 2.878 0.31
H 0.147 2.253 3.021 0.25
H 1.249 -0.019 2.753 0.26
H -0.384 -0.809 2.599 0.27
H -1.179 2.101 -1.378 0.24
H -1.361 2.742 0.217 0.23
```